[1]
A cluster of 11 separate species, C38H80BF3N4O33P3 in total at a distorted geometry, computed with the ωB97M-V functional and the def2-TZVPD basis.

Each line ends with the Mulliken charge.
Element x y z (Å)
P  3.80  4.59  3.41  0.149
P  -0.23  -8.24  0.43  1.084
P  -3.40  -0.73  2.86  0.730
F  2.85  5.94  -1.89  -0.358
F  0.73  -1.46  -5.64  -0.396
F  3.71  -0.33  1.76  -0.377
O  -3.57  4.14  -0.47  -0.435
O  2.76  3.48  -5.11  -0.256
O  -2.62  -5.96  -4.54  -0.328
O  -0.60  1.38  0.78  0.157
O  3.20  0.01  -0.39  0.659
O  -3.08  -1.64  -1.32  -0.729
O  3.32  6.89  0.09  -0.332
O  2.87  9.06  0.51  -0.582
O  2.20  -1.88  -2.65  -0.145
O  -3.65  -1.42  4.26  -0.285
O  3.18  3.65  4.33  -0.680
O  3.24  6.06  3.43  -0.145
O  -1.28  -9.15  1.16  -0.325
O  0.01  0.09  6.40  -0.406
O  0.05  -0.71  -0.19  0.386
O  5.38  4.76  3.60  -0.314
O  0.97  -3.06  -4.06  -0.387
O  -0.62  -2.86  -0.35  -0.387
O  -4.88  -0.59  2.31  -0.414
O  0.84  -7.63  1.24  -0.782
O  2.43  -4.10  -2.68  -0.575
O  0.32  -9.18  -0.73  -0.298
O  -2.60  0.48  2.89  -0.108
O  0.13  1.41  -1.44  -1.458
O  -1.93  0.27  -1.02  -0.062
O  1.45  3.25  -1.28  -0.711
O  -1.16  -7.23  -0.33  -0.097
O  4.82  -1.44  -0.84  -0.426
O  1.25  7.64  -0.11  -0.448
O  4.52  0.32  -2.19  -0.514
O  -2.77  -1.97  2.07  -0.043
O  0.67  3.10  1.52  -0.565
O  3.60  4.29  1.89  0.944
N  2.28  5.24  -7.20  -0.787
N  -4.83  -3.74  -2.56  -0.767
N  -3.81  3.24  3.04  -0.637
N  0.57  -1.34  3.02  -0.165
C  -5.08  -0.21  0.94  -0.506
C  0.72  2.43  -0.83  0.135
C  3.62  4.79  -6.89  0.439
C  -3.91  3.44  -1.67  -0.562
C  0.28  2.37  0.66  0.702
C  6.08  5.66  2.75  -0.618
C  1.92  -3.12  -3.09  0.443
C  3.69  3.45  -6.16  -0.621
C  0.59  -1.74  -4.30  0.610
C  -3.30  -7.17  -4.88  -0.738
C  1.49  -0.89  -3.41  0.725
C  -1.06  0.10  7.30  -0.716
C  3.32  6.93  4.55  -0.891
C  -2.08  -1.04  -1.05  0.339
C  -0.37  -0.49  5.12  0.010
C  4.08  3.08  1.32  -0.879
C  1.18  6.21  -0.21  0.034
C  -3.45  -4.91  -4.12  -0.819
C  2.61  5.86  -0.51  1.422
C  4.00  -2.06  0.15  -0.557
C  -3.47  -3.21  2.06  -0.608
C  4.39  5.87  -6.12  -1.231
C  2.81  2.34  -4.32  -0.914
C  1.72  -9.28  -0.98  -0.701
C  -3.65  3.34  0.67  0.162
C  -5.00  -6.17  -2.53  -1.690
C  3.13  -0.91  0.64  1.114
C  -4.04  -4.97  -2.72  2.158
C  -3.70  4.18  1.92  0.416
C  -0.81  -1.68  -0.43  0.358
C  1.74  0.44  4.13  -1.154
C  -4.67  -0.98  5.14  -0.855
C  4.20  -0.32  -1.25  0.194
C  -2.45  5.08  2.04  -1.162
C  2.52  7.99  0.16  0.531
C  -0.90  -10.39  1.75  -0.609
C  -1.04  -5.83  -0.16  -0.729
C  0.90  -0.81  4.37  0.220
B  -0.59  0.59  -0.45  0.681
H  -3.45  -7.81  -4.01  0.230
H  3.26  2.54  0.87  -0.172
H  -0.99  -1.36  5.38  0.479
H  0.97  5.87  0.81  0.082
H  -1.99  -5.39  0.16  -0.050
H  5.47  5.68  -6.09  0.376
H  -4.94  0.06  4.99  0.361
H  -0.78  0.75  8.14  0.297
H  -4.34  -1.15  6.17  0.250
H  -4.23  -4.58  -4.82  0.478
H  4.19  4.70  -7.82  0.382
H  1.71  5.12  -6.37  0.289
H  5.42  6.11  2.00  0.159
H  3.48  2.65  -6.88  0.392
H  -3.13  2.50  2.90  0.035
H  -4.07  -3.28  1.15  0.113
H  -1.74  -11.07  1.68  0.228
H  1.88  -9.38  -2.05  0.244
H  3.39  7.94  4.14  0.249
H  -5.56  -3.90  -1.88  0.314
H  4.87  3.28  0.59  0.306
H  2.07  -10.22  -0.54  0.250
H  1.93  2.25  -3.67  0.149
H  -1.96  0.57  6.90  0.232
H  4.69  3.36  -5.72  0.273
H  -1.17  -0.90  7.74  0.301
H  2.13  -1.21  0.97  -0.413
H  4.21  6.85  -6.54  0.390
H  -3.23  -5.07  -1.99  -0.715
H  0.01  -10.83  1.34  0.257
H  -0.75  -5.30  -1.06  0.308
H  4.55  -2.51  0.97  0.441
H  -0.27  -1.92  3.10  0.210
H  -4.50  -7.07  -2.20  0.272
H  -4.61  4.79  1.86  0.455
H  -5.55  -1.64  5.06  0.256
H  -2.78  -4.04  -4.12  -0.035
H  -2.72  6.14  2.05  0.336
H  -4.24  -3.06  -2.07  0.418
H  -4.58  2.75  0.63  0.207
H  -0.70  -10.23  2.81  0.267
H  1.53  -1.52  4.92  0.387
H  -0.35  -5.48  0.61  0.477
H  2.40  6.83  5.13  0.272
H  -4.19  -0.22  0.31  -0.020
H  -3.68  3.67  3.94  0.271
H  6.89  5.14  2.24  0.288
H  2.69  1.47  -4.99  0.444
H  0.90  -0.30  -2.73  -0.422
H  -4.89  2.97  -1.54  0.321
H  -1.88  4.82  2.94  0.465
H  -0.93  0.29  4.61  -0.154
H  4.08  5.90  -5.07  0.029
H  -2.62  -7.72  -5.54  0.258
H  2.61  0.14  3.54  0.191
H  1.83  4.68  -7.91  0.274
H  2.95  4.87  -0.26  -0.567
H  4.55  2.45  2.08  0.661
H  -2.72  -3.99  2.05  0.120
H  2.21  -0.24  -3.90  -0.095
H  -3.76  4.16  -2.47  0.285
H  -1.73  4.96  1.22  -0.019
H  4.21  6.73  5.15  0.345
H  -3.14  2.68  -1.84  0.066
H  3.36  -2.80  -0.34  0.133
H  -5.56  0.76  0.93  0.335
H  -0.47  -1.60  -4.11  0.194
H  -4.10  -3.35  2.94  0.365
H  0.47  5.86  -0.95  0.257
H  2.13  0.90  5.04  0.545
H  -5.74  -5.85  -1.79  0.543
H  2.28  -8.46  -0.54  0.364
H  -5.73  -0.97  0.49  0.271
H  6.44  6.51  3.33  0.297
H  0.22  -0.55  2.47  -0.524
H  -5.56  -6.37  -3.44  0.319
H  -4.22  -6.92  -5.41  0.354
H  -2.79  2.65  0.77  -0.288
H  1.18  1.23  3.62  0.145
H  3.69  2.14  -3.70  0.395

- HOMO (eV) = -7.0
- charge = -1
- largest force on an atom (eV/A) = 2.01
- Kohn-Sham gap (eV) = 8.989
- E_LUMO (eV) = 1.97
- E (eV) = -150941.58272


[2]
A structure of composition C38H81N9O12Si2 at a distorted geometry, computed with the ωB97M-V functional and the def2-TZVPD basis.

Each line ends with the Mulliken charge.
Element x y z (Å)
Si  1.58  0.70  -2.21  -0.045
Si  -1.29  0.26  -2.46  0.081
O  -9.83  1.29  6.42  -0.543
O  -2.67  -0.55  2.61  -0.646
O  4.26  5.12  -3.22  -0.593
O  0.17  0.78  -3.10  -0.864
O  0.79  4.25  0.70  -0.635
O  8.40  -3.57  2.30  -0.667
O  -1.17  -2.81  -0.24  -0.586
O  -8.37  0.53  -0.25  -0.556
O  5.65  -2.82  -3.90  -0.584
O  5.90  -2.91  6.16  -0.593
O  -4.66  0.55  -4.00  -0.575
O  0.90  -3.45  -0.77  -0.374
N  7.53  -5.57  2.90  0.107
N  -8.80  0.91  1.94  0.166
N  6.51  -4.77  -3.15  0.168
N  3.05  6.72  -4.27  0.133
N  -3.65  0.38  0.76  0.415
N  4.73  -1.27  5.12  0.142
N  -7.99  2.18  7.42  0.129
N  -5.01  1.28  -6.11  0.164
N  2.61  2.85  0.62  -0.382
C  -8.95  1.15  0.63  0.049
C  3.55  -1.24  -1.77  0.203
C  3.75  5.57  -4.22  0.116
C  -3.59  1.36  -6.38  -0.848
C  1.32  3.43  -1.47  0.095
C  4.66  0.12  4.69  -0.888
C  5.59  -1.16  -0.34  -1.751
C  -9.51  1.66  2.96  -0.792
C  -5.41  0.86  -4.89  0.080
C  -4.15  -0.95  0.41  -0.029
C  5.79  -1.76  5.79  0.104
C  2.27  2.44  -2.17  -0.537
C  -7.88  -0.14  2.35  -0.796
C  2.45  7.21  -5.49  -0.935
C  -1.62  -1.56  -2.78  -0.506
C  -0.31  -2.91  -1.07  0.645
C  3.62  -2.16  4.82  -0.942
C  -7.55  2.85  6.20  -0.786
C  -5.36  -0.85  -0.52  -1.290
C  5.18  -5.36  -3.01  -0.914
C  6.43  -1.81  0.20  0.876
C  6.58  -6.31  3.72  -0.861
C  4.57  -0.36  -1.01  -0.076
C  7.67  -5.56  -2.80  -0.845
C  6.60  -3.51  -3.60  0.106
C  8.39  -6.30  1.98  -0.790
C  -1.53  0.66  -0.63  0.713
C  -3.01  1.06  -0.37  -2.275
C  -5.95  1.65  -7.15  -0.936
C  -2.49  1.81  2.41  -1.016
C  -7.19  2.33  8.62  -0.926
C  7.63  -4.24  2.96  0.413
C  2.87  -0.47  -2.92  -1.083
C  -0.44  -2.51  -2.50  -0.449
C  -2.93  0.44  1.94  0.823
C  1.52  3.55  0.03  0.431
C  2.89  7.48  -3.04  -0.857
C  -9.12  1.45  7.39  0.101
H  4.05  -2.13  -2.13  -0.368
H  -10.15  2.41  2.50  0.331
H  3.96  -2.99  4.21  0.227
H  4.67  -5.37  -3.97  0.301
H  -6.97  1.53  -6.79  0.295
H  -5.10  -0.98  -1.57  0.285
H  -0.89  1.47  -0.28  0.075
H  -3.43  1.71  -7.39  0.389
H  6.58  -1.01  5.96  0.297
H  9.44  -6.11  2.23  0.294
H  5.03  0.38  -1.67  0.397
H  7.18  -2.40  0.67  0.617
H  2.81  -1.55  -1.03  0.249
H  3.87  7.77  -2.66  0.299
H  4.04  0.21  -0.25  -0.070
H  5.89  -6.86  3.09  0.338
H  -1.99  1.68  3.36  0.359
H  7.63  -5.85  -1.74  0.210
H  -1.89  -1.68  -3.83  0.555
H  -6.51  0.83  -4.78  0.260
H  -3.59  0.90  -1.28  0.561
H  3.65  0.11  -3.40  0.843
H  -5.80  0.15  -0.42  0.309
H  -5.82  1.01  -8.03  0.334
H  0.29  3.13  -1.63  -0.178
H  1.35  0.30  -0.79  -0.012
H  3.81  5.05  -5.20  0.303
H  -9.35  0.99  8.37  0.248
H  -5.80  2.69  -7.44  0.331
H  -6.63  3.39  6.40  0.402
H  4.58  -4.77  -2.31  0.226
H  2.88  3.37  1.44  0.325
H  0.74  -4.05  -0.03  0.342
H  -6.18  1.94  8.46  0.334
H  8.19  -7.36  2.05  0.400
H  7.11  -7.01  4.36  0.343
H  -4.46  -1.47  1.31  0.697
H  2.31  8.38  -3.25  0.379
H  1.36  7.30  -5.37  0.340
H  8.22  -5.96  0.96  0.093
H  -9.66  1.96  0.41  0.254
H  2.65  6.52  -6.31  0.290
H  -7.87  -0.21  3.44  0.367
H  -3.05  2.13  -0.18  0.390
H  -3.12  0.38  -6.25  0.245
H  7.64  -3.15  -3.67  0.302
H  -3.11  2.05  -5.67  0.256
H  -6.88  0.07  1.99  0.100
H  2.32  2.73  -3.22  0.419
H  -7.65  1.77  9.44  0.293
H  2.85  -1.61  4.28  0.410
H  -7.38  2.11  5.42  0.130
H  8.57  -4.97  -2.96  0.298
H  3.20  -2.56  5.75  0.317
H  -7.12  3.38  8.91  0.330
H  -8.79  2.17  3.61  0.199
H  2.39  6.89  -2.28  0.219
H  -10.12  1.00  3.57  0.341
H  -2.34  1.00  -3.17  -0.280
H  -8.32  3.54  5.86  0.296
H  4.57  0.17  3.60  0.301
H  -0.63  -3.45  -3.03  0.508
H  1.48  4.42  -1.89  -0.128
H  6.02  -5.61  4.34  0.240
H  -1.24  -0.22  -0.05  0.578
H  2.85  8.19  -5.75  0.341
H  2.48  -1.16  -3.66  0.550
H  3.29  2.47  -1.79  0.447
H  5.57  0.64  4.99  0.293
H  -3.32  2.50  2.48  0.305
H  7.72  -6.46  -3.41  0.364
H  -8.20  -1.10  1.93  0.315
H  2.33  1.91  0.90  0.178
H  -2.49  -1.86  -2.20  0.313
H  -6.13  -1.57  -0.27  0.367
H  3.80  0.61  5.14  0.335
H  -3.36  -1.57  -0.02  -0.255
H  5.28  -6.38  -2.63  0.386
H  6.93  -3.78  3.68  0.095
H  -1.74  2.18  1.71  0.084
H  0.49  -2.12  -2.91  -0.241

- HOMO (eV) = -8.6
- largest force on an atom (eV/A) = 1.38
- energy above the lowest of the compared OMol25 structures with the same formula, charge and spin (kJ/mol) = 0.00
- Kohn-Sham gap (eV) = 8.965
- E_LUMO (eV) = 0.41
- E (eV) = -94458.39525


[3]
A cluster of 5 separate species, C38H82N4O5 in total at a distorted geometry, computed with the ωB97M-V functional and the def2-TZVPD basis.

Each line ends with the Mulliken charge.
Element x y z (Å)
O  -4.51  2.78  -0.30  -0.557
O  -3.23  0.75  1.19  -0.481
O  2.07  -2.08  -3.05  -0.611
O  4.73  -1.07  1.47  -0.453
O  2.55  2.58  4.21  -0.552
N  4.39  -2.30  1.45  0.486
N  1.39  2.37  3.77  0.464
N  -4.24  2.70  -1.58  1.108
N  0.84  -2.09  -2.82  0.996
C  1.29  2.73  2.33  1.401
C  2.22  -1.88  0.31  -1.687
C  -2.92  3.25  -1.95  1.562
C  2.32  -2.12  2.61  -1.644
C  0.84  1.93  6.08  -1.832
C  -2.57  2.92  -3.39  -0.340
C  0.16  -3.37  -3.07  1.282
C  -6.27  1.49  -1.99  -1.716
C  -1.18  2.50  2.78  1.449
C  -0.07  3.35  2.09  -1.544
C  -0.96  2.40  4.26  -2.011
C  5.47  -3.23  1.80  1.109
C  2.95  -2.62  1.39  2.293
C  1.00  -4.37  -2.22  -2.115
C  0.38  0.23  4.29  -0.457
C  -1.26  -0.76  -2.38  0.820
C  -3.78  3.09  -4.33  -1.379
C  1.63  1.59  1.43  -0.854
C  -1.90  2.59  -1.00  -1.115
C  2.63  -4.13  1.06  -0.916
C  0.85  0.20  -1.88  -1.341
C  5.61  -3.19  3.32  -1.449
C  0.37  -0.18  -4.26  -1.621
C  6.82  -2.83  1.22  -1.987
C  -1.73  -0.85  1.28  -0.300
C  2.31  3.90  2.00  -2.245
C  0.21  -0.74  -2.86  1.523
C  -1.93  -1.94  -3.11  -1.224
C  -1.29  -3.28  -2.61  -0.986
C  -5.45  2.68  -2.41  0.975
C  -5.04  2.33  -3.87  -1.004
C  -2.85  4.74  -1.69  -2.124
C  -3.14  -0.59  0.85  -0.035
C  0.37  1.73  4.58  1.345
C  5.07  -4.65  1.47  -1.319
C  3.65  -5.06  1.78  -0.835
C  -6.24  4.01  -2.38  -1.375
C  0.21  -3.72  -4.55  -1.818
H  1.39  -0.15  -4.64  0.435
H  -1.82  -1.78  -4.20  0.413
H  2.99  1.76  4.06  0.369
H  -7.18  4.06  -2.99  0.390
H  2.67  1.18  1.54  0.429
H  0.91  -4.10  -1.17  0.336
H  -4.96  3.57  -0.10  0.293
H  3.49  -4.97  2.87  0.379
H  -1.84  -4.14  -2.96  0.615
H  -1.07  -0.07  0.86  -0.473
H  2.09  4.69  2.66  0.631
H  -3.73  1.23  0.54  0.316
H  2.10  4.33  1.02  0.394
H  -3.03  -1.98  -2.99  0.494
H  2.07  -4.45  -2.37  0.561
H  1.24  -2.16  2.66  0.387
H  -2.23  1.90  -3.48  -0.238
H  2.72  -2.72  3.51  0.280
H  -3.47  5.40  -2.35  0.296
H  1.74  1.36  6.39  0.312
H  -5.66  0.53  -2.15  0.182
H  -1.08  1.52  2.33  -0.980
H  5.31  -4.84  0.43  0.359
H  -1.73  3.53  -3.78  0.532
H  0.78  -0.15  -0.84  -0.333
H  1.27  -3.81  -4.92  0.296
H  -4.03  4.13  -4.29  0.403
H  1.14  -2.06  0.35  0.180
H  6.01  -2.21  3.66  0.284
H  3.32  3.57  1.95  0.363
H  6.35  -3.94  3.55  0.502
H  -1.77  0.12  -2.71  -0.768
H  -5.87  2.37  -4.57  0.537
H  2.48  -2.82  -2.64  0.329
H  1.27  -0.23  4.75  0.414
H  -1.35  -1.78  0.83  0.249
H  -0.18  3.36  1.02  0.485
H  -6.63  1.53  -0.98  0.368
H  2.63  -2.09  -0.69  0.326
H  0.68  -5.38  -2.39  0.573
H  1.62  -4.46  1.37  0.382
H  -7.12  1.37  -2.66  0.446
H  -0.26  -3.03  -5.23  0.343
H  -2.16  2.90  0.01  0.426
H  0.10  1.65  6.81  0.380
H  -3.30  -0.73  -0.26  0.021
H  -4.71  1.29  -3.92  0.241
H  7.61  -3.60  1.34  0.387
H  -1.02  3.36  4.71  0.353
H  -1.81  1.87  4.67  0.524
H  -3.12  4.90  -0.68  0.482
H  3.46  -6.15  1.53  0.372
H  0.43  -0.04  3.27  -0.715
H  -0.88  2.92  -1.30  0.665
H  -0.61  -0.12  4.73  0.365
H  1.06  2.99  6.25  0.466
H  6.78  -2.65  0.20  0.463
H  4.65  -3.38  3.80  0.352
H  -1.31  -3.27  -1.47  0.125
H  -3.54  2.89  -5.34  0.543
H  0.30  1.17  -2.00  0.189
H  2.81  -4.36  0.03  0.062
H  1.01  0.69  1.44  -0.534
H  5.74  -5.32  1.98  0.553
H  -1.98  1.54  -1.10  -0.509
H  2.45  -1.02  2.74  -0.136
H  -6.38  4.30  -1.29  0.274
H  -1.34  -0.70  -1.28  -0.687
H  -1.50  -0.85  2.39  0.424
H  -1.84  5.15  -1.85  0.435
H  2.41  -0.81  0.41  0.335
H  -3.91  -1.20  1.41  0.306
H  -2.21  2.83  2.58  0.622
H  -0.12  4.31  2.47  0.685
H  7.27  -2.00  1.72  0.507
H  5.51  -0.88  1.96  0.406
H  -0.16  0.78  -4.39  0.267
H  -5.66  4.84  -2.73  0.320
H  -0.38  -4.67  -4.68  0.407
H  1.51  1.96  0.42  0.486
H  -0.11  -0.84  -5.04  0.296
H  1.88  0.34  -2.14  0.864

- HOMO (eV) = -6.8
- largest force on an atom (eV/A) = 10.01
- energy above the lowest of the compared OMol25 structures with the same formula, charge and spin (kJ/mol) = 430.16
- Kohn-Sham gap (eV) = 7.416
- E_LUMO (eV) = 0.58
- E (eV) = -56923.51308
- structure (SMILES) = CC1(C)CCCC(C)(C)N1O.CC1(C)CCCC(C)(C)N1O.CC1(C)CCCC(C)(C)N1O.CC1(C)CCCC(C)(C)N1O.CCO